Entry 1:
Entry from the OMol25 dataset: an isolated ion of composition CH3N2O2 and charge -1 (ωB97M-V with the def2-TZVPD basis set).

Computed properties:
2S+1: 3
⟨S²⟩: 2.010
Energy above the lowest of the compared OMol25 structures with the same formula, charge and spin (kcal/mol): 98.7
HOMO-LUMO gap (alpha / beta) (eV): 4.54 / 8.19
Energy (Ha): -299.672406
Charge: -1

```
8
Properties=species:S:1:pos:R:3:mulliken_spin:R:1
N 0.61549 1.20277 2.31420 0.5237
H -0.31739 -1.13861 -0.18675 0.0010
N 0.39588 -0.38311 1.58711 0.9123
H 1.02696 -0.05068 -0.29918 0.0710
C 0.03632 -0.21578 0.26126 0.0228
H -0.78318 0.46321 0.10081 0.0195
O 0.27514 2.19829 1.72598 0.2258
O 1.17421 1.10033 3.43086 0.2238
```

=====

Entry 2:
Entry from the OMol25 dataset: a 3-piece molecular cluster, CH3N2O3S overall (ωB97M-V with the def2-TZVPD basis set).

Computed properties:
Energy above the lowest of the compared OMol25 structures with the same formula, charge and spin (kcal/mol): 2.9
HOMO-LUMO gap (eV): 8.05
Energy (Ha): -773.387183
Charge: -1

```
10
Properties=species:S:1:pos:R:3:lowdin_charge:R:1
S 1.98680 1.01817 0.85163 0.7993
O -0.81257 -3.09022 0.45246 -0.0455
H -0.79281 0.48356 -0.75482 0.0232
C -0.28163 -2.03251 0.52330 -0.6999
H -2.41069 0.58249 -0.65373 -0.0343
N 0.26957 -1.03521 0.56915 -0.0230
N -1.67812 1.04569 -1.14132 -0.0244
O 3.17620 0.68994 0.06907 -0.4861
O 2.32880 1.27612 2.21902 -0.4748
H -1.78554 1.06196 -2.13476 -0.0345
```

=====

Entry 3:
Entry from the OMol25 dataset: a 2-piece molecular cluster, CH3N2O3S overall (ωB97M-V with the def2-TZVPD basis set).

Computed properties:
Energy above the lowest of the compared OMol25 structures with the same formula, charge and spin (kcal/mol): 86.1
HOMO-LUMO gap (alpha / beta) (eV): 6.67 / 6.67
Energy (Ha): -773.254564
Charge: -1

```
10
Properties=species:S:1:pos:R:3:lowdin_charge:R:1
S 2.01502 1.63117 1.63852 0.6792
H 0.83168 -0.84348 -0.02053 0.0344
H -0.97163 0.95010 -1.25700 0.0208
H -0.42094 0.07830 0.78795 0.0328
O 0.65047 1.38899 2.25040 -0.5714
O 1.10305 3.10737 -0.53051 0.0068
N -0.14579 -0.54711 -0.00648 -0.1357
C 1.21925 2.03184 -0.12848 -0.3374
N -0.03073 0.52791 -0.99003 -0.1724
O 2.80443 0.38539 1.51937 -0.5571
```

=====

Question: The lowest energy belongs to which entry?
Answer: number 2

=====

Question: Which formula does entry 2 have?
Answer: CH3N2O3S